{"formula": "ClO2V", "method": "ωB97M-V with the def2-TZVPD basis set", "lumo_energy_ev": -3.51, "total_charge": 0, "homo_energy_ha": -0.3020, "orbital_gap_ha": 0.1731, "elements": ["O", "V", "O", "Cl"], "xyz": [[-4.8367, 5.5711, -3.7249], [-5.6992, 5.9217, -4.9670], [-6.8867, 4.9185, -5.0854], [-2.7742, 3.4641, -4.0421]], "mulliken_charge": [-0.45, 1.59, -0.55, -0.59]}